Entry 1:
42
Properties=species:S:1:pos:R:3:nbo_charge:R:1 method="wB97M-V/def2-TZVPD" gap_ev=6.0618 total_charge=+1 energy_ev=-182421.769 homo_energy_ev=-11.298
C 3.979 -1.215 0.861 -0.39
C 4.632 -0.255 1.540 -0.20
C 4.279 1.219 1.497 -0.60
S 2.979 1.600 0.275 0.88
Cl 3.680 3.174 -0.769 0.02
C 1.519 2.259 1.090 -0.39
Br 1.069 4.113 0.898 0.19
C 0.750 1.480 1.811 -0.04
C 1.054 0.007 1.986 -0.69
Br -0.780 2.106 2.718 0.20
H 3.558 -2.028 1.452 0.23
H 3.838 -1.215 -0.219 0.23
H 5.454 -0.536 2.198 0.25
H 3.959 1.583 2.477 0.28
H 5.170 1.799 1.215 0.28
H 2.131 -0.065 2.152 0.22
H 0.599 -0.384 2.895 0.27
H 0.757 -0.565 1.106 0.26
C -5.512 -0.959 0.919 -0.21
C -4.169 -0.867 1.256 -0.24
C -3.537 0.370 1.255 -0.18
C -4.250 1.514 0.926 -0.23
C -5.594 1.422 0.592 -0.21
C -6.224 0.185 0.584 -0.20
H -6.005 -1.923 0.916 0.22
H -3.615 -1.759 1.519 0.21
H -2.489 0.442 1.512 0.18
H -3.758 2.480 0.929 0.21
H -6.151 2.314 0.337 0.22
H -7.271 0.113 0.319 0.22
C 1.186 -2.050 -4.175 -0.20
C 2.061 -1.128 -3.618 -0.22
C 1.702 -0.444 -2.465 -0.18
C 0.473 -0.686 -1.865 -0.25
C -0.400 -1.609 -2.421 -0.21
C -0.045 -2.289 -3.578 -0.20
H 1.462 -2.582 -5.076 0.23
H 3.021 -0.944 -4.082 0.22
H 2.381 0.281 -2.033 0.17
H 0.194 -0.152 -0.964 0.19
H -1.359 -1.799 -1.953 0.22
H -0.728 -3.005 -4.015 0.23

---

Entry 2:
50
Properties=species:S:1:pos:R:3:lowdin_spin:R:1 method="wB97M-V/def2-TZVPD" relative_energy_ev=0.000 gap_ev="7.5711 / 7.6158" total_charge=0 energy_ev=-158516.680 homo_energy_ev="-7.974 / -7.983" multiplicity=2 s2=0.78
Fe 0.125 0.314 -0.406 0.98
C 5.119 1.139 1.666 0.00
C 5.157 0.400 0.336 0.00
N 4.210 -0.703 0.274 0.00
C 2.915 -0.603 -0.063 0.00
S 2.271 0.916 -0.576 0.01
N 2.232 -1.738 -0.006 0.00
N 0.917 -1.529 -0.315 -0.01
C 0.141 -2.542 -0.387 0.00
C 0.563 -3.960 -0.209 0.00
C -1.281 -2.163 -0.576 0.00
C -2.301 -3.083 -0.735 0.00
C -3.604 -2.625 -0.881 0.00
C -3.849 -1.265 -0.852 0.00
C -2.775 -0.406 -0.695 0.00
N -1.526 -0.846 -0.571 0.00
H 5.866 1.934 1.679 0.00
H 4.137 1.584 1.824 0.00
H 5.329 0.460 2.494 0.00
H 4.937 1.082 -0.484 0.00
H 6.149 -0.015 0.155 0.00
H 4.482 -1.600 0.644 0.00
H 1.631 -4.049 -0.381 0.00
H 0.356 -4.291 0.813 0.00
H 0.028 -4.618 -0.894 0.00
H -2.083 -4.140 -0.746 0.00
H -4.415 -3.329 -1.014 0.00
H -4.850 -0.867 -0.942 0.00
H -2.903 0.667 -0.654 0.00
F 0.810 0.782 2.264 -0.01
C -0.171 0.174 1.534 -0.04
F -0.261 -1.080 2.064 -0.01
F -1.326 0.786 1.906 -0.01
Br -0.873 0.414 -6.750 0.00
C -1.760 1.445 -5.438 0.00
C -2.747 2.325 -5.864 0.00
C -3.430 3.099 -4.941 0.00
C -3.122 3.004 -3.591 0.00
C -2.138 2.128 -3.161 0.00
C -1.462 1.339 -4.086 0.00
I -0.007 0.045 -3.374 0.00
H -2.972 2.396 -6.919 0.00
H -4.195 3.785 -5.282 0.00
H -3.638 3.622 -2.867 0.00
H -1.850 2.086 -2.118 0.00
C -0.297 3.085 0.244 0.01
O -0.570 1.954 -0.545 0.08
H 0.741 3.415 0.132 0.00
H -0.477 2.913 1.307 0.00
H -0.948 3.901 -0.085 0.00